[1]
Entry from the OMol25 dataset: one molecule with the formula C6H14O (wB97M-V/def2-TZVPD).

Each atom is followed by the atoms it is bonded to, with distances in Å.
Element x y z (Å)
1 C -1.94 -0.39 -1.26  C2 1.530, H8 1.097, H9 1.097, H10 1.098
2 C -1.10 -0.37 0.02  C1 1.530, C3 1.529, C4 1.545, H11 1.096
3 C -1.95 0.08 1.21  C2 1.529, H12 1.096, H13 1.098, H14 1.096
4 C 0.15 0.53 -0.12  C2 1.545, C5 1.526, H15 1.098, H16 1.099
5 C 1.47 -0.24 -0.16  C4 1.526, C6 1.525, O7 1.423, H17 1.104
6 C 2.66 0.71 -0.06  C5 1.525, H18 1.096, H19 1.095, H20 1.097
7 O 1.47 -1.15 0.93  C5 1.423, H21 0.965
8 H -2.83 -1.02 -1.14  C1 1.097
9 H -1.37 -0.80 -2.11  C1 1.097
10 H -2.27 0.61 -1.54  C1 1.098
11 H -0.76 -1.39 0.23  C2 1.096
12 H -2.81 -0.58 1.36  C3 1.096
13 H -2.33 1.10 1.06  C3 1.098
14 H -1.35 0.07 2.13  C3 1.096
15 H 0.20 1.22 0.74  C4 1.098
16 H 0.09 1.15 -1.02  C4 1.099
17 H 1.52 -0.80 -1.11  C5 1.104
18 H 2.65 1.19 0.93  C6 1.096
19 H 2.63 1.49 -0.83  C6 1.095
20 H 3.61 0.17 -0.16  C6 1.097
21 H 2.31 -1.62 0.93  O7 0.965

## Properties
calculated total energy: -312.2459 Ha
2S+1: 1
relative energy (zero: lowest compared OMol25 entry of this formula, charge and spin): 24.01 kJ/mol
strongest force on any atom: 0.366 eV Å⁻¹
SMILES: CC(C)C[C@@H](C)O
Kohn-Sham gap: 11.175 eV
highest occupied orbital energy: -10.209 eV

---

[2]
Entry from the OMol25 dataset: one molecule with the formula C6H14O (wB97M-V/def2-TZVPD).

Each atom is followed by the atoms it is bonded to, with distances in Å.
Element x y z (Å)
1 C -1.65 -1.19 -0.70  C2 1.528, H8 1.095, H9 1.097, H10 1.098
2 C -2.25 -0.13 0.21  C1 1.528, C3 1.534, H11 1.097, H12 1.098
3 C -1.36 1.09 0.48  C2 1.534, C4 1.537, H13 1.101, H14 1.096
4 C 0.00 0.73 1.08  C3 1.537, C5 1.523, H15 1.098, H16 1.096
5 C 1.08 0.59 0.02  C4 1.523, O6 1.407, H17 1.103, H18 1.105
6 O 2.12 -0.22 0.51  C5 1.407, C7 1.402
7 C 3.05 -0.54 -0.49  O6 1.402, H19 1.103, H20 1.093, H21 1.102
8 H -2.35 -2.02 -0.85  C1 1.095
9 H -0.73 -1.61 -0.28  C1 1.097
10 H -1.40 -0.79 -1.70  C1 1.098
11 H -3.21 0.21 -0.21  C2 1.097
12 H -2.49 -0.60 1.18  C2 1.098
13 H -1.22 1.67 -0.44  C3 1.101
14 H -1.91 1.76 1.16  C3 1.096
15 H -0.07 -0.24 1.61  C4 1.098
16 H 0.32 1.46 1.83  C4 1.096
17 H 0.66 0.15 -0.90  C5 1.103
18 H 1.47 1.59 -0.26  C5 1.105
19 H 2.57 -1.05 -1.34  C7 1.103
20 H 3.79 -1.21 -0.05  C7 1.093
21 H 3.56 0.36 -0.88  C7 1.102

## Properties
calculated total energy: -312.2244 Ha
2S+1: 1
relative energy (zero: lowest compared OMol25 entry of this formula, charge and spin): 80.48 kJ/mol
strongest force on any atom: 0.324 eV Å⁻¹
SMILES: CCCCCOC
Kohn-Sham gap: 10.918 eV
highest occupied orbital energy: -9.789 eV

---

[3]
Entry from the OMol25 dataset: a 2-piece molecular cluster, C6H14O overall in a non-equilibrium geometry (wB97M-V/def2-TZVPD).

Each atom is followed by the atoms it is bonded to, with distances in Å.
Element x y z (Å)
1 C -1.40 -1.29 -0.05  C2 1.558, C5 1.544, H6 1.088, H7 1.099
2 C -2.32 -0.15 -0.61  C1 1.558, C3 1.544, H8 1.098, H9 1.102
3 C -1.82 1.16 0.04  C2 1.544, C4 1.534, H10 1.100, H11 1.096
4 C -0.35 0.86 0.38  C3 1.534, C5 1.523, H12 1.089, H13 1.105
5 C -0.42 -0.57 0.90  C1 1.544, C4 1.523, H14 1.101, H15 1.103
6 H -1.95 -2.07 0.46  C1 1.088
7 H -0.85 -1.75 -0.89  C1 1.099
8 H -3.37 -0.34 -0.37  C2 1.098
9 H -2.24 -0.11 -1.71  C2 1.102
10 H -2.37 1.36 0.96  C3 1.100
11 H -1.94 2.04 -0.60  C3 1.096
12 H 0.07 1.56 1.10  C4 1.089
13 H 0.27 0.92 -0.53  C4 1.105
14 H -0.82 -0.57 1.92  C5 1.101
15 H 0.55 -1.09 0.96  C5 1.103
16 C 3.46 0.11 -0.25  O17 1.386, H18 1.083, H19 1.159, H20 1.109
17 O 2.16 -0.19 0.13  C16 1.386, H21 1.002
18 H 3.80 1.05 0.15  C16 1.083
19 H 4.24 -0.71 0.02  C16 1.159
20 H 3.44 0.41 -1.31  C16 1.109
21 H 1.87 -0.64 -0.72  O17 1.002

## Properties
calculated total energy: -312.2019 Ha
2S+1: 1
relative energy (zero: lowest compared OMol25 entry of this formula, charge and spin): 139.44 kJ/mol
strongest force on any atom: 2.496 eV Å⁻¹
SMILES: C1CCCC1.CO
Kohn-Sham gap: 11.071 eV
highest occupied orbital energy: -10.293 eV

---

[4]
Entry from the OMol25 dataset: a 3-piece molecular cluster, C6H14O overall (wB97M-V/def2-TZVPD).

Each atom is followed by the atoms it is bonded to, with distances in Å.
Element x y z (Å)
1 C -0.23 1.54 -0.24  C2 1.334, H5 1.085, H6 1.086
2 C 0.65 0.78 -0.90  C1 1.334, C3 1.508, C4 1.510
3 C 2.13 0.91 -0.64  C2 1.508, H7 1.094, H8 1.095, H9 1.096
4 C 0.20 -0.18 -1.98  C2 1.510, H10 1.094, H11 1.095, H12 1.095
5 H -1.30 1.49 -0.46  C1 1.085
6 H 0.07 2.23 0.54  C1 1.086
7 H 2.33 1.35 0.34  C3 1.094
8 H 2.59 1.55 -1.40  C3 1.095
9 H 2.64 -0.05 -0.70  C3 1.096
10 H -0.80 -0.58 -1.77  C4 1.094
11 H 0.88 -1.03 -2.07  C4 1.095
12 H 0.17 0.31 -2.95  C4 1.095
13 C 0.69 -1.65 0.95  O14 1.204, H15 1.107, H16 1.106
14 O -0.29 -2.33 0.78  C13 1.204
15 H 1.61 -1.79 0.35  C13 1.107
16 H 0.74 -0.86 1.73  C13 1.106
17 C -2.42 -0.33 1.69  H18 1.094, H19 1.092, H20 1.091, H21 1.092
18 H -3.12 0.48 1.89  C17 1.094
19 H -1.98 -0.70 2.62  C17 1.092
20 H -2.94 -1.16 1.19  C17 1.091
21 H -1.62 0.02 1.03  C17 1.092

## Properties
calculated total energy: -312.1846 Ha
2S+1: 1
relative energy (zero: lowest compared OMol25 entry of this formula, charge and spin): 184.99 kJ/mol
strongest force on any atom: 0.547 eV Å⁻¹
SMILES: C=C(C)C.C=O.C
Kohn-Sham gap: 10.184 eV
highest occupied orbital energy: -9.425 eV

---

[5]
Entry from the OMol25 dataset: a 2-piece molecular cluster, C6H14O overall in a non-equilibrium geometry (wB97M-V/def2-TZVPD).

Each atom is followed by the atoms it is bonded to, with distances in Å.
Element x y z (Å)
1 C 2.05 -0.40 0.03  C2 1.565, H7 1.093, H8 1.076, H9 1.094
2 C 0.54 -0.65 -0.31  C1 1.565, C3 1.328, H10 1.063
3 C -0.42 0.19 0.05  C2 1.328, C4 1.539, H11 1.129
4 C -1.91 0.05 -0.33  C3 1.539, C5 1.557, C6 1.563, H12 1.102
5 C -2.64 1.38 0.01  C4 1.557, H13 1.076, H14 1.092, H15 1.046
6 C -2.65 -1.15 0.33  C4 1.563, H16 1.149, H17 1.105, H18 1.090
7 H 2.71 -0.82 -0.73  C1 1.093
8 H 2.29 0.64 0.20  C1 1.076
9 H 2.35 -0.93 0.94  C1 1.094
10 H 0.33 -1.57 -0.79  C2 1.063
11 H -0.19 1.14 0.61  C3 1.129
12 H -1.86 -0.17 -1.41  C4 1.102
13 H -2.24 2.17 -0.62  C5 1.076
14 H -2.30 1.60 1.02  C5 1.092
15 H -3.69 1.37 0.03  C5 1.046
16 H -2.45 -1.00 1.45  C6 1.149
17 H -2.16 -2.07 -0.02  C6 1.105
18 H -3.68 -1.21 -0.02  C6 1.090
19 O 5.35 0.27 0.18  H20 0.945, H21 1.011
20 H 5.92 0.21 -0.57  O19 0.945
21 H 4.63 0.93 -0.06  O19 1.011

## Properties
calculated total energy: -312.2016 Ha
2S+1: 1
relative energy (zero: lowest compared OMol25 entry of this formula, charge and spin): 140.32 kJ/mol
strongest force on any atom: 2.781 eV Å⁻¹
SMILES: C/C=C/C(C)C.O
Kohn-Sham gap: 10.073 eV
highest occupied orbital energy: -9.205 eV

---

[6]
Entry from the OMol25 dataset: a 3-piece molecular cluster, C6H14O overall in a non-equilibrium geometry (wB97M-V/def2-TZVPD).

Each atom is followed by the atoms it is bonded to, with distances in Å.
Element x y z (Å)
1 C 2.01 -0.27 0.17  O2 1.236, C3 1.456, H9 1.115
2 O 3.01 -0.99 0.27  C1 1.236
3 C 0.73 -0.39 0.86  C1 1.456, C4 1.579, H8 1.088
4 C -0.57 0.11 0.10  C3 1.579, C5 1.580, C6 1.515, H13 1.107
5 C -1.24 1.36 0.80  C4 1.580, H14 1.126, H15 1.062, H16 1.126
6 C -1.53 -1.00 -0.27  C4 1.515, C7 1.517, H17 1.146, H18 1.140
7 C -2.55 -0.81 -1.38  C6 1.517, H19 1.180, H20 1.044, H21 1.067
8 H 0.47 -1.09 1.64  C3 1.088
9 H 1.94 0.53 -0.60  C1 1.115
10 H 6.94 1.13 1.43  H12 0.712
11 H -0.10 0.71 -1.74  no bonds
12 H 6.38 0.70 1.52  H10 0.712
13 H -0.14 0.50 -0.85  C4 1.107
14 H -1.32 1.33 1.92  C5 1.126
15 H -2.18 1.60 0.38  C5 1.062
16 H -0.64 2.31 0.70  C5 1.126
17 H -2.06 -1.38 0.67  C6 1.146
18 H -0.90 -1.94 -0.42  C6 1.140
19 H -1.94 -0.57 -2.36  C7 1.180
20 H -3.28 -0.08 -1.26  C7 1.044
21 H -3.01 -1.75 -1.57  C7 1.067

## Properties
calculated total energy: -311.9524 Ha
2S+1: 1
relative energy (zero: lowest compared OMol25 entry of this formula, charge and spin): 794.66 kJ/mol
strongest force on any atom: 6.879 eV Å⁻¹
Kohn-Sham gap: 5.194 eV
highest occupied orbital energy: -7.464 eV

---

- What is the formula in the third record?
  C6H14O

---

- What is the Kohn-Sham gap in the fourth record?
  10.184 eV

---

- What is the Kohn-Sham gap in the first record?
  11.175 eV